A molecular structure, C19H48B2CrF14N5O9S2. Source: the OMol25 dataset; level of theory: the ωB97M-V functional and the def2-TZVPD basis.

As for the multiplicity: 4. The frontier orbital gap (alpha / beta) is 6.90 / 7.80 eV. The HOMO energy (alpha / beta) comes out at -9.203 / -9.203 eV. As for the expectation value of S²: 3.773. Its LUMO energy (alpha / beta) is -2.302 / -1.408 eV.

Positions of all 100 atoms, in Å:
H -1.17216 2.07236 6.24564
C 0.79728 -1.06436 -4.81197
F -2.58824 -0.31891 2.29203
H -3.87806 3.12716 3.71038
H -0.79478 2.24353 4.07147
H 3.25587 -0.91118 3.37633
F -0.52128 0.00134 3.20183
H 6.51401 2.18122 -0.42788
H -2.80355 2.86615 0.28445
C 0.88531 -0.80336 -6.33504
N -3.02851 -2.89341 -2.71144
H -2.34421 4.56179 0.75101
H 0.37119 0.04161 5.48238
H 4.73144 -2.17767 -6.02650
F -1.14789 -0.98959 -0.09336
C 3.94459 -1.49444 -6.33173
F 3.43475 1.29215 1.99893
H -0.88253 -1.65255 -6.65506
H -5.15083 -2.73549 -2.53503
H -4.50289 2.89967 2.09253
H -4.18976 -4.43293 -4.24519
H -3.53538 -4.45200 -0.66159
F 4.86912 0.23016 0.17468
O 0.69501 -2.30260 2.58848
C 1.66167 -1.90332 -7.06956
C -0.28695 2.71471 6.25360
H -3.96194 4.49365 2.61766
H -4.12145 -5.54750 -2.87995
H 1.86018 0.50742 6.22883
H -1.02103 -0.09158 -6.43155
F -2.07185 -1.20667 4.34835
H -6.93474 -3.39553 0.37365
Cr 0.97998 1.09857 2.38624
F -2.34473 1.05615 4.13203
O -2.42374 3.12571 2.26292
S 1.02158 -2.00789 1.22271
F -1.40813 -2.87573 0.89968
C 4.08596 -0.83053 0.19695
H -0.59864 4.35782 -1.12106
C -0.70931 3.12262 0.68380
H 4.15971 -1.00160 -7.28454
H -1.43542 1.32493 1.26793
H 3.75491 -0.02780 4.86136
H 1.34849 0.17748 -6.45989
F 4.14352 -1.37985 1.39896
H -0.11894 -0.62976 -4.40561
C 0.71479 2.16066 5.25691
C -2.17051 3.49769 0.92147
O 2.82675 -2.36611 -6.43476
O 1.96184 -2.90184 0.61901
H 0.66911 -2.13308 -4.61157
C -3.73741 3.42318 2.67323
N -0.50219 1.66046 0.98403
C -4.33949 -3.44152 -2.35174
H 6.00407 3.37039 0.72817
H 1.67221 -0.72601 -4.25860
N 1.46039 -0.36771 1.14763
F 1.88598 2.85462 1.88268
H -0.89328 2.66200 -1.37858
O 2.47545 1.11277 -0.61618
S 2.33558 -0.31483 -0.32208
H -6.97222 -3.27850 -1.49248
F 4.51317 -1.70543 -0.69464
F 4.02288 3.56378 1.89968
H 0.06276 2.54907 7.27860
B -1.92030 -0.12229 3.50031
C -4.45867 -3.91538 -0.90086
C -0.57421 -2.15344 0.19281
H -4.43022 -3.07269 -0.19272
O 4.88853 3.20616 -1.14689
H 6.72756 3.95276 -0.74039
H 1.00527 -2.71195 -7.38399
B 3.15160 2.60485 2.38500
N 0.20142 2.40881 3.85366
H 4.41700 2.39352 -0.92369
O -5.63007 -4.65514 -0.64568
H -2.27756 -3.47572 -2.34696
H 1.98706 -1.42662 -8.00485
H -0.51936 1.15219 0.09847
C -6.79648 -3.87913 -0.59589
C 1.22121 0.72694 5.37794
H -0.07431 3.74219 1.31398
N -0.45591 -0.76863 -6.93656
C 2.94749 -0.56020 4.35319
H -5.68151 -4.81416 -3.41949
H -0.33088 3.79297 6.13012
H 0.12024 3.42741 3.81782
H -2.93636 -2.03232 -2.17151
H -7.64970 -4.56597 -0.65859
O 1.93423 -1.11943 -1.43497
H 0.73262 3.25393 -1.01842
H 3.72102 -0.73544 -5.57708
C -4.61601 -4.65573 -3.26572
F 3.13678 2.56731 3.78615
C -0.32070 3.36439 -0.76214
C 6.06688 3.17814 -0.34990
H 1.61337 2.77646 5.33832
H 2.67722 -1.41012 4.98464
F -0.24158 -2.75754 -0.93357
O 1.83681 0.29434 4.12886


3 unconnected molecules or ions with the total composition C19H48BN4O5. Source: the OMol25 dataset; level of theory: the ωB97M-V functional and the def2-TZVPD basis.

The frontier orbital gap is 6.98 eV. The HOMO energy comes out at -10.153 eV. Its charge is +1. Its LUMO energy is -3.176 eV.

Positions of all 77 atoms, in Å:
H -3.34983 -4.77579 -4.09279
H -1.62694 -1.88080 -3.66952
H 4.07001 -0.22230 -2.76063
H 1.40570 -0.75337 -2.76381
H 1.79776 1.45315 3.60835
H 0.87054 2.66371 4.46650
C -2.35322 -2.58764 -3.26244
H 0.07464 4.47511 1.87033
N -4.76749 -4.04899 -1.69273
H 4.06065 2.11890 0.45718
H -0.01466 1.03539 2.03412
B 3.02142 -0.34013 -0.21159
O -2.64777 4.93660 3.18965
H -1.21669 3.34459 4.66476
C 4.35933 0.42549 -0.69139
O -2.40018 -3.83904 0.11396
C -2.84884 -2.69022 0.80670
H -1.85072 -3.54236 -3.08734
H 5.24059 1.77238 -3.26112
H 3.40111 2.24601 -1.04463
N 2.42629 -1.39118 -0.99711
H 6.54271 0.55562 -3.34570
C -1.99072 2.79601 4.11211
C 5.42984 2.72344 -0.97252
H -4.29770 -3.17460 -1.50285
H 2.82353 -2.69354 0.62637
H -2.80977 6.07994 1.52363
C -3.89962 -5.14657 -1.28586
C -5.16905 -4.06498 -3.09889
C 1.00761 2.19949 3.48544
H -2.35633 1.99148 4.75589
H 1.67169 5.13732 2.21514
H -3.04837 -5.28334 -1.96653
N -1.48218 2.21704 2.87260
H -3.64689 -2.16904 0.26743
H 0.60356 4.70112 3.55754
H 6.95841 1.18202 -0.86053
H -2.79287 -5.81561 0.40681
C 1.22515 -0.84592 -1.69958
C -3.08589 5.07943 1.85183
C 1.99815 -2.46351 -0.03690
H -1.33683 2.95905 2.20087
C 4.86718 0.02036 -2.06799
H 0.42606 -1.56901 -1.60189
H -3.92110 3.29017 3.26993
C -4.07888 -3.95977 -4.16152
H -0.42697 0.62018 3.69085
O -3.40971 -2.70964 -4.19071
H -2.70859 -2.17882 -2.31184
H -3.53991 4.07891 4.80454
H 1.12859 -2.16184 0.53825
H -5.74590 -4.97568 -3.28567
H -4.17113 4.97530 1.77611
H 5.08906 3.40037 -1.74307
C -3.33554 -4.91738 0.10107
H 1.72231 -3.34668 -0.59811
H -4.13624 -4.74594 0.82510
C -0.24325 1.46172 3.01677
N 4.22138 1.92580 -0.53263
H -4.47805 -6.07446 -1.28258
H 5.11784 0.14354 0.03211
H -3.20368 -2.94391 1.80931
H -2.00034 -2.01206 0.90105
C -3.12203 3.76573 3.84459
C 6.49696 1.84198 -1.58657
O 1.52518 3.12980 2.53821
H -4.56352 -4.06127 -5.13525
H 7.24238 2.52327 -1.97790
H -2.61061 4.35186 1.18303
C 5.82689 1.04771 -2.70380
H 2.30699 0.98088 1.07149
H 5.43473 -0.88643 -1.89662
H 0.87510 0.09778 -1.28029
O 2.50683 0.03151 1.01316
H -5.85182 -3.22470 -3.24335
C 0.92433 4.41971 2.55402
H 5.83932 3.29662 -0.15251


A molecular structure, C19H48Br3N3O3. Source: the OMol25 dataset; level of theory: the ωB97M-V functional and the def2-TZVPD basis.

As for the multiplicity: 2. The frontier orbital gap (alpha / beta) is 7.46 / 2.17 eV. The HOMO energy (alpha / beta) comes out at -10.670 / -10.670 eV. Its charge is +1. As for the expectation value of S²: 0.754. Its LUMO energy (alpha / beta) is -3.213 / -8.502 eV.

Positions of all 76 atoms, in Å:
C 21.46164 -8.08061 5.91446
H 25.04394 -3.74894 2.38933
H 26.40147 -12.48532 1.14714
O 19.43600 -6.89769 4.89377
C 23.28803 -11.78255 -0.93455
H 24.93346 -4.12982 5.01501
C 25.42253 -10.43340 4.36027
C 26.22481 -16.44838 -0.69256
H 22.73528 -10.20565 0.27853
H 27.21469 -16.90464 -0.68527
H 24.55673 -16.02783 -2.04958
C 27.34667 -13.00064 0.97644
H 23.97124 -6.42012 2.32730
C 26.16777 -15.18329 0.25303
H 23.11281 -7.21167 6.80033
H 24.84295 -9.51158 4.40948
H 23.56906 -11.44865 0.89995
C 23.97333 -3.95354 2.39353
C 23.82068 -3.51224 0.09084
H 22.43320 -5.07477 3.43909
H 25.62381 -17.27222 -0.30762
O 21.68914 -10.30127 -2.11345
H 21.95302 -7.74128 7.96028
C 22.27229 -12.78156 -0.43677
H 27.74820 -13.48164 1.86835
C 28.32762 -11.94205 0.57617
H 27.90912 -11.60834 -0.37336
H 28.47544 -11.16361 1.32469
H 24.22910 -12.31231 -1.08232
H 22.12699 -13.51845 -1.22669
H 22.98157 -8.98368 7.11099
C 22.94151 -11.01218 -2.21048
H 21.34418 -8.27948 4.00907
H 21.24398 -12.46171 -0.26829
H 19.98614 -9.63997 -3.07456
H 20.87010 -10.79766 -4.03783
H 21.15525 -5.94900 5.48021
H 23.45733 -3.03513 2.67347
N 22.10852 -8.29218 4.66916
C 19.68985 -6.98974 3.52876
C 22.44285 -8.03931 7.03328
C 20.60680 -6.84791 5.76173
H 20.79430 -8.94212 5.93783
H 27.10054 -13.73899 -1.07912
N 23.52049 -10.81867 0.11200
C 20.99071 -9.97402 -3.33413
H 28.23279 -14.61099 -0.07965
C 27.27155 -14.09732 -0.06402
H 24.90349 -3.38843 0.07322
Br 24.64727 -11.94035 3.26795
H 23.75683 -10.40466 -2.60324
H 26.00409 -15.19004 -2.42942
Br 27.17981 -9.97542 3.62361
N 24.10038 -6.25312 3.31499
H 22.88501 -11.79497 -2.96689
H 20.55181 -6.40818 3.20174
H 25.16118 -14.80970 0.44097
H 23.36291 -2.53502 0.24446
H 21.28928 -9.08505 -3.88973
Br 25.61436 -11.04957 6.20956
H 23.57585 -3.95255 -0.87573
C 25.63952 -16.15166 -2.06822
O 23.56073 -4.43909 1.18778
H 25.90932 -16.89502 -2.81838
H 18.84975 -6.54578 2.99467
H 23.63713 -6.96310 3.86400
H 22.31736 -9.27730 4.59145
H 20.13716 -6.65678 6.72662
H 23.68399 -5.19337 5.65832
H 19.82095 -7.99543 3.12940
H 26.42721 -15.49732 1.26406
H 23.32252 -3.52860 5.10256
H 29.29149 -12.30596 0.22032
H 22.71971 -13.18154 0.47314
C 23.51250 -4.93509 3.49995
C 23.89322 -4.43561 4.90326


4 unconnected molecules or ions with the total composition C19H49N3O7. Source: the OMol25 dataset; level of theory: the ωB97M-V functional and the def2-TZVPD basis.

The frontier orbital gap is 9.08 eV. The HOMO energy comes out at -8.334 eV. Its LUMO energy is 0.748 eV.

Positions of all 78 atoms, in Å:
C -3.71162 -2.89293 0.16761
H 8.93567 3.17386 1.11069
H -1.75501 3.13625 -0.65708
H -6.16871 3.91830 1.61617
C 0.24961 3.22972 0.15280
H -3.05701 -8.81140 1.61219
H 1.71522 2.96678 2.24470
H -0.78678 4.40832 -1.28265
C -1.01587 3.89758 -0.34286
O 3.46342 -0.00387 -2.16203
N -1.54289 4.82317 0.63694
H -1.81088 4.31928 1.47955
H -4.49712 -8.13352 2.36581
H -2.74593 5.86758 -0.81029
H 9.43527 3.53685 -0.55423
H 5.71277 -0.44662 -3.08009
C -3.27101 -4.42469 1.96544
H -5.74587 -1.28969 -2.94484
H 1.67630 0.82934 -2.28394
H -4.68899 -5.91712 2.61769
O 0.01271 2.38480 1.24194
H -1.52536 -1.17605 -0.95717
O -4.02241 -1.53318 -1.77637
H -3.21085 -5.79154 3.63079
N 6.34260 0.00830 -1.14146
H -4.90241 5.17780 0.07758
O 7.77063 2.32697 -0.37691
H -5.05460 2.53892 1.84866
H 0.90391 4.06645 0.43078
H 1.89070 -0.04791 -0.79096
C 5.64953 -0.87306 -2.06741
H 3.84712 -2.00722 -2.24077
H -5.45210 3.68824 3.18751
H -2.94064 6.37901 0.79840
H -4.27459 -2.00096 -3.74439
H -2.19545 -4.35938 1.75941
H 8.48694 0.70295 0.58573
H -4.03768 -2.10685 0.85767
C 8.56524 3.38141 0.09638
H -1.98954 0.55457 -0.48468
C 4.20725 -1.12453 -1.70910
C -2.78314 5.46943 0.20593
H -0.53071 0.54751 1.05307
C -4.65589 -1.27505 -3.01483
C 7.76240 0.12147 -1.36894
C -4.40329 -2.74385 -1.16667
O -4.17372 4.40902 1.80816
H -3.82576 -4.92261 0.08827
H -3.50169 -3.66005 2.71150
H 5.92926 0.91503 -0.97925
C 1.19447 2.05355 1.93801
H -2.63346 -2.70689 0.04838
H -4.02298 3.66961 -0.13503
H 1.88368 1.46478 1.31968
H -0.55320 0.12171 -1.42237
H 0.71803 2.72137 -0.69920
O -0.52320 -0.32962 0.63462
H -4.13106 -3.59029 -1.81862
C -4.01702 4.61651 0.41904
H 7.95674 0.42408 -2.41225
H 6.24937 -1.78684 -2.05417
H 7.95089 4.27776 0.13117
C -3.60720 -5.74255 2.60991
C -3.40369 -8.06575 2.32271
C -1.21220 -0.20000 -0.59942
H 8.23035 -0.85622 -1.21382
H 9.46688 1.26008 -0.83972
N -4.03038 -4.17760 0.74631
H 4.12822 -1.19879 -0.62166
C -5.26020 3.57381 2.12406
H 0.95708 1.44696 2.80951
H -3.00102 -8.27187 3.31910
H -5.49511 -2.80736 -1.08691
H -4.29673 -0.29300 -3.31958
C 2.08716 -0.09063 -1.87477
O -3.00096 -6.79894 1.86855
C 8.46041 1.08835 -0.44154
H 1.62610 -1.03912 -2.16648


In the order shown, the computed DFT total energy values come out to -4992.71711, -1372.51190, -8864.27086, -1444.09633 Eh.